Entry 1:
ORCA calculation (wB97M-V/def2-TZVPD) on an isolated molecule of C6H6ClF2N.

Geometry as XYZ:
```
16
Properties=species:S:1:pos:R:3:nbo_charge:R:1
C 1.461 -0.763 -2.103 0.4721
C 0.381 -0.743 0.127 -0.4627
C 1.570 -0.980 -0.814 -0.4685
C -1.045 0.696 1.696 -0.1028
C 0.065 0.689 0.562 0.6681
C -2.340 0.933 1.370 -0.3973
N 1.345 -0.747 -3.307 -0.6318
F -0.455 1.399 -0.459 -0.3351
F 1.114 1.432 1.007 -0.3314
Cl -0.526 0.582 3.315 0.0399
H -0.438 -1.052 -0.403 0.2266
H 0.692 -1.468 0.965 0.2440
H 2.356 -1.583 -0.444 0.2462
H -2.598 0.804 0.290 0.2275
H 1.455 -0.043 -3.949 0.3915
H -3.037 0.844 2.147 0.2136
```

Computed properties:
E: -25764.2603 eV
molecular weight: 165.6 g mol⁻¹
gap between HOMO and LUMO: 9.580 eV
HOMO level: -8.8 eV
lowest unoccupied orbital energy: 0.028 hartree
SMILES: C=C(Cl)C(F)(F)CC=C=N
energy above the lowest of the compared OMol25 structures with the same formula, charge and spin: 126.17 kJ/mol
spin multiplicity: 1

=====

Entry 2:
ORCA calculation (wB97M-V/def2-TZVPD) on an isolated molecule of C5H8O.

Geometry as XYZ:
```
14
Properties=species:S:1:pos:R:3:nbo_charge:R:1
C -2.286 0.266 0.020 -0.2569
O -1.812 -1.047 0.204 -0.5194
C -0.676 -1.328 -0.579 -0.1275
C 0.508 -0.531 -0.205 -0.0766
C 1.462 0.124 0.137 0.0226
C 2.627 0.905 0.555 -0.6845
H -2.594 0.438 -1.023 0.1620
H -3.152 0.386 0.674 0.1947
H -1.523 1.011 0.288 0.1779
H -0.463 -2.391 -0.431 0.2155
H -0.899 -1.178 -1.648 0.1853
H 3.358 0.271 1.066 0.2353
H 3.118 1.373 -0.304 0.2348
H 2.332 1.701 1.246 0.2369
```

Computed properties:
E: -7359.8490 eV
molecular weight: 84.1 g mol⁻¹
gap between HOMO and LUMO: 10.584 eV
HOMO level: -9.6 eV
lowest unoccupied orbital energy: 0.036 hartree
SMILES: CC#CCOC
energy above the lowest of the compared OMol25 structures with the same formula, charge and spin: 232.17 kJ/mol
spin multiplicity: 1

=====

Entry 3:
ORCA calculation (wB97M-V/def2-TZVPD) on a 8-piece molecular cluster, C9H34N12O8 overall.

Geometry as XYZ:
```
63
Properties=species:S:1:pos:R:3:nbo_charge:R:1
C -3.377 1.470 2.058 -0.2451
O -4.565 0.926 1.634 -0.7338
H -2.624 0.699 2.221 0.1832
H -3.053 2.086 1.219 0.1698
H -3.505 2.057 2.967 0.1605
H -5.118 1.618 1.266 0.4652
C -0.769 3.198 -1.269 0.7682
O 0.165 2.452 -1.511 -0.7152
N -0.620 4.464 -1.235 -0.8009
N -2.052 2.969 -1.200 -0.8337
H -1.451 5.038 -1.242 0.3774
H 0.287 4.743 -1.581 0.4095
H -2.642 3.771 -1.368 0.3697
H -2.384 2.062 -1.498 0.4315
C 4.096 2.002 -0.165 0.7543
O 5.182 2.017 0.387 -0.6898
N 3.369 3.067 -0.364 -0.8383
N 3.602 0.870 -0.637 -0.8467
H 2.440 2.960 -0.747 0.4025
H 3.760 3.924 0.000 0.4054
H 2.663 0.707 -0.970 0.4067
H 4.263 0.108 -0.591 0.3986
C 3.791 -3.979 -3.001 0.7268
O 4.622 -3.160 -3.141 -0.6565
N 2.601 -3.787 -2.612 -0.8118
N 3.867 -5.168 -3.387 -0.8203
H 2.102 -4.613 -2.314 0.3718
H 2.389 -2.865 -2.258 0.4022
H 4.786 -5.344 -3.766 0.3985
H 3.205 -5.931 -3.353 0.3893
C 0.304 0.900 4.220 0.7332
O 1.313 1.258 3.825 -0.6012
N -0.237 1.196 5.353 -0.8415
N -0.571 0.167 3.637 -0.8507
H -1.239 1.075 5.387 0.3832
H 0.363 1.568 6.076 0.3997
H -1.197 -0.437 4.150 0.3891
H -0.504 0.137 2.629 0.3900
C -3.934 0.007 -2.646 0.7442
O -2.807 0.327 -2.482 -0.7064
N -4.386 -0.163 -3.790 -0.7851
N -4.777 -0.258 -1.666 -0.8406
H -3.827 0.033 -4.608 0.4165
H -5.370 -0.361 -3.900 0.3785
H -5.762 -0.336 -1.878 0.3818
H -4.442 -0.204 -0.714 0.4258
C 2.582 -1.649 2.567 0.7505
O 3.435 -1.459 3.400 -0.6577
N 1.471 -2.258 2.858 -0.8321
N 2.729 -1.503 1.295 -0.8506
H 0.886 -2.433 2.053 0.3702
H 1.410 -2.754 3.736 0.4071
H 2.000 -1.200 0.665 0.4020
H 3.668 -1.282 0.995 0.4050
C -1.395 -1.039 0.099 -0.6323
C -0.281 -1.275 -0.966 -0.0704
O 0.744 -0.260 -0.885 -0.7675
H -1.762 -0.014 0.060 0.2128
H -0.995 -1.216 1.097 0.1857
H -2.222 -1.715 -0.117 0.2084
H -0.778 -1.492 -1.911 0.1840
H 0.195 -2.236 -0.773 0.1560
H 0.355 0.511 -1.304 0.5135
```

Computed properties:
E: -44146.1635 eV
molecular weight: 438.4 g mol⁻¹
gap between HOMO and LUMO: 8.379 eV
HOMO level: -8.5 eV
lowest unoccupied orbital energy: -0.006 hartree
SMILES: NC(N)=O.NC(N)=O.NC(N)=O.NC(N)=O.NC(N)=O.NC(N)=O.CCO.CO
energy above the lowest of the compared OMol25 structures with the same formula, charge and spin: 422.39 kJ/mol
spin multiplicity: 1

=====

Entry 4:
ORCA calculation (wB97M-V/def2-TZVPD) on an isolated molecule of C5H6O2.

Geometry as XYZ:
```
13
Properties=species:S:1:pos:R:3:nbo_charge:R:1
O -2.299 -0.306 -0.077 -0.7201
C -1.036 -0.809 0.279 -0.0406
C 0.071 0.041 -0.396 -0.4451
C 0.024 1.438 0.226 0.4732
O -0.944 1.867 0.814 -0.5357
C 1.455 -0.458 -0.380 -0.0261
C 2.616 -0.784 -0.404 -0.2094
H -2.351 0.573 0.333 0.4894
H -0.905 -0.803 1.371 0.1726
H -0.987 -1.843 -0.069 0.1931
H -0.228 0.124 -1.454 0.2725
H 0.942 2.048 0.154 0.1331
H 3.643 -1.088 -0.397 0.2431
```

Computed properties:
E: -9374.6740 eV
molecular weight: 98.1 g mol⁻¹
gap between HOMO and LUMO: 10.699 eV
HOMO level: -10.1 eV
lowest unoccupied orbital energy: 0.023 hartree
SMILES: C#C[C@H](C=O)CO
energy above the lowest of the compared OMol25 structures with the same formula, charge and spin: 233.65 kJ/mol
spin multiplicity: 1